# C33H39F10NO26S

8 unconnected molecules or ions with the total composition C33H39F10NO26S in a non-equilibrium geometry (the ωB97M-V functional and the def2-TZVPD basis, the Open Molecules 2025 dataset).

The geometry in XYZ format:
```
110
Properties=species:S:1:pos:R:3:mulliken_charge:R:1
C 1.78 -1.67 0.90 -0.426
N 0.35 -1.53 0.41 0.495
C -0.17 -2.94 0.10 -0.813
C 0.25 -0.78 -0.90 -0.308
O 1.18 -0.86 -1.88 -0.716
C -1.12 0.16 -1.10 0.554
C -1.01 1.57 -0.24 -0.261
C -1.01 2.79 -1.33 -0.266
O -1.25 4.13 -0.78 -0.342
S -0.80 4.24 0.87 1.246
O 0.73 4.38 1.12 -0.660
O -1.43 5.59 1.39 -0.630
C -1.61 2.90 1.96 -0.501
C -2.20 1.78 0.86 0.192
O -3.46 2.31 0.30 -0.583
C -2.58 0.45 1.74 -0.686
C -3.98 -0.23 1.16 -0.264
C -3.99 -1.86 1.56 0.358
F -3.35 -2.29 2.85 -0.311
C -4.59 -2.89 0.63 0.114
F -4.43 -2.77 -0.86 -0.200
F -5.38 -4.07 1.11 -0.246
H 2.04 -2.83 0.82 0.167
H 1.75 -1.38 2.06 0.234
H 2.56 -1.00 0.33 0.162
H -0.09 -3.61 1.09 0.306
H 0.53 -3.40 -0.72 0.448
H -1.30 -2.89 -0.26 0.022
H -2.03 -0.51 -0.82 -0.453
H -1.27 0.45 -2.25 0.108
H 0.03 1.51 0.34 0.416
H -1.92 2.58 -2.07 0.281
H -0.04 2.72 -2.03 0.134
H -2.44 3.33 2.66 0.438
H -0.75 2.35 2.58 0.390
H -3.88 2.87 1.02 0.466
H -1.76 -0.38 1.76 0.147
H -2.86 0.85 2.83 0.346
H -4.94 0.32 1.54 0.405
H -4.04 -0.21 -0.03 0.199
C 5.77 0.06 -1.19 -0.403
C 6.84 0.30 -0.18 0.499
O 6.40 -0.45 0.94 -0.305
C 5.69 -1.48 0.41 0.737
O 5.38 -2.49 1.03 -0.618
O 5.35 -1.26 -0.89 -0.239
F 6.88 1.60 0.18 -0.312
H 4.92 0.74 -1.08 0.235
H 6.15 0.13 -2.22 0.307
H 7.83 -0.04 -0.49 0.107
C 3.93 -5.76 4.11 -0.443
C 3.91 -5.10 2.77 0.435
O 3.12 -3.95 2.98 -0.081
C 3.30 -3.63 4.29 0.543
O 3.00 -2.55 4.77 -0.541
O 3.86 -4.66 4.99 -0.333
F 3.29 -5.88 1.86 -0.327
H 3.06 -6.41 4.27 0.280
H 4.84 -6.34 4.27 0.279
H 4.90 -4.81 2.40 0.197
C 0.96 0.48 -4.90 0.569
C 0.12 1.71 -4.98 0.112
O 1.07 2.76 -4.93 -0.300
C 2.20 2.24 -5.47 0.572
O 3.15 2.92 -5.85 -0.554
O 2.15 0.88 -5.56 -0.362
F -0.69 1.81 -3.91 -0.120
H 1.20 0.19 -3.87 -0.049
H 0.50 -0.37 -5.41 0.001
H -0.46 1.79 -5.91 0.150
C 8.37 -4.89 -0.78 -0.363
C 9.65 -4.84 -0.02 0.310
O 10.32 -3.73 -0.57 -0.293
C 9.32 -2.89 -0.98 0.662
O 9.49 -1.71 -1.25 -0.558
O 8.12 -3.53 -1.04 -0.256
F 10.40 -5.95 -0.26 -0.289
H 8.46 -5.43 -1.73 0.261
H 7.56 -5.34 -0.21 0.223
H 9.52 -4.71 1.06 0.297
C -5.03 7.11 2.55 -0.500
C -3.96 7.35 3.57 0.431
O -4.40 6.60 4.68 -0.322
C -5.11 5.57 4.16 0.688
O -5.42 4.56 4.78 -0.583
O -5.45 5.79 2.85 -0.236
F -3.92 8.65 3.92 -0.300
H -5.88 7.79 2.66 0.260
H -4.65 7.18 1.53 0.340
H -2.97 7.01 3.26 0.234
C -0.17 -5.02 -4.87 -0.482
C -0.19 -4.37 -6.21 0.295
O -0.98 -3.22 -6.00 -0.312
C -0.80 -2.89 -4.69 0.661
O -1.10 -1.81 -4.20 -0.511
O -0.24 -3.92 -3.98 -0.205
F -0.81 -5.15 -7.12 -0.292
H -1.04 -5.67 -4.70 0.297
H 0.74 -5.61 -4.70 0.269
H 0.80 -4.07 -6.57 0.279
C -8.82 4.78 3.29 -0.325
C -9.34 3.66 2.46 0.306
O -9.79 4.29 1.29 -0.304
C -9.01 5.40 1.16 0.649
O -8.91 6.05 0.13 -0.544
O -8.33 5.68 2.32 -0.243
F -10.39 3.06 3.06 -0.286
H -9.60 5.27 3.88 0.256
H -8.02 4.47 3.96 0.216
H -8.58 2.91 2.20 0.270
```

DFT total energy = -127576.8194 eV
multiplicity = 1
HOMO-LUMO gap = 9.1 eV
SMILES = CN(C)C(=O)C[C@H]1COS(=O)(=O)C[C@]1(O)CCC(F)=C(F)F.O=C1OC[C@@H](F)O1.O=C1OC[C@@H](F)O1.O=C1OC[C@@H](F)O1.O=C1OC[C@@H](F)O1.O=C1OC[C@@H](F)O1.O=C1OC[C@@H](F)O1.O=C1OC[C@@H](F)O1
net charge = 0
E_HOMO = -0.3605 Eh